C25H39Cl2PSeW | ωB97M-V/def2-TZVPD

Geometry as XYZ:
```
69
Properties=species:S:1:pos:R:3:forces:R:3:mulliken_spin:R:1
P 0.152 -0.708 0.491 -0.18 0.59 0.85 -0.074
C 1.747 -0.237 -0.363 -0.49 -0.54 -0.18 0.011
C 1.862 -0.754 -1.796 0.55 0.11 -0.11 -0.002
C 3.297 -0.544 -2.300 -0.07 -0.02 -0.03 0.002
C 3.759 0.913 -2.168 -0.11 0.03 -0.02 0.000
C 3.509 1.505 -0.773 -0.07 -0.15 -0.01 0.001
C 2.074 1.260 -0.291 0.16 0.08 0.06 -0.058
C -1.272 -0.035 -0.552 0.27 -0.80 0.12 0.009
C -1.626 -0.823 -1.819 -0.22 0.19 -0.07 -0.001
C -2.929 -0.288 -2.432 -0.01 -0.08 0.08 0.000
C -2.938 1.232 -2.626 0.17 0.10 0.05 0.001
C -2.466 2.007 -1.387 -0.06 -0.11 0.01 0.004
C -1.137 1.456 -0.865 -0.17 0.17 0.13 -0.008
C 0.050 -2.559 0.243 0.05 0.42 -0.79 -0.014
C 1.276 -3.280 0.816 -0.13 -0.08 0.16 0.004
C 1.183 -4.788 0.557 0.00 0.08 -0.01 -0.001
C -0.130 -5.402 1.057 -0.04 0.05 -0.03 0.000
C -1.362 -4.611 0.601 0.02 0.08 0.02 -0.006
C -1.237 -3.107 0.873 0.11 -0.18 0.10 -0.006
H 2.504 -0.760 0.251 -0.18 0.15 -0.08 -0.005
H 1.159 -0.211 -2.445 0.15 -0.02 0.11 0.000
H 1.606 -1.822 -1.866 0.03 0.25 0.04 0.000
H 3.366 -0.871 -3.344 0.14 0.04 -0.01 0.000
H 3.968 -1.191 -1.719 -0.06 0.04 -0.01 0.000
H 4.824 0.986 -2.416 -0.05 0.03 -0.06 0.000
H 3.216 1.519 -2.906 0.02 -0.03 0.03 0.000
H 4.205 1.054 -0.054 -0.03 0.00 -0.04 0.002
H 3.715 2.582 -0.785 0.03 -0.11 0.00 0.000
H 1.942 1.632 0.733 -0.05 -0.13 -0.20 0.038
H 1.389 1.838 -0.921 0.16 -0.13 0.11 -0.001
H -2.111 -0.151 0.164 0.22 0.12 -0.21 0.004
H -3.762 -0.572 -1.777 0.06 0.04 0.02 0.000
H -1.748 -1.895 -1.604 0.03 0.27 -0.06 0.000
H -0.809 -0.740 -2.550 -0.17 0.01 0.08 0.000
H -3.105 -0.787 -3.391 -0.10 0.02 -0.04 0.000
H -3.943 1.563 -2.912 0.05 -0.03 -0.06 0.000
H -2.270 1.483 -3.462 -0.02 -0.01 0.01 0.000
H -2.356 3.074 -1.619 -0.06 -0.15 0.02 0.000
H -3.220 1.941 -0.588 0.15 -0.03 -0.10 -0.003
H -0.832 2.017 0.030 -0.02 -0.17 -0.23 0.007
H -0.371 1.611 -1.639 -0.15 -0.09 0.09 -0.001
H 0.017 -2.757 -0.844 -0.03 -0.22 0.15 0.001
H 2.210 -2.895 0.382 -0.23 -0.06 0.07 -0.001
H 1.328 -3.082 1.894 0.03 0.01 -0.15 0.000
H 1.267 -4.959 -0.522 -0.01 -0.04 -0.06 0.000
H 2.037 -5.291 1.026 -0.08 -0.03 -0.05 0.000
H -0.116 -5.447 2.151 0.01 0.06 -0.01 0.000
H -0.209 -6.436 0.693 0.02 0.06 0.12 0.000
H -2.265 -4.998 1.092 0.12 -0.02 -0.06 0.001
H -1.500 -4.756 -0.477 0.00 -0.04 -0.04 0.000
H -2.131 -2.596 0.488 0.24 -0.02 0.11 0.014
H -1.214 -2.919 1.955 -0.01 0.05 -0.17 -0.001
W -0.033 0.331 3.786 -0.19 1.37 -0.76 1.777
Cl -2.057 -0.485 3.158 -2.00 -0.90 -0.52 0.083
Cl 1.792 -0.958 3.498 2.12 -1.55 -0.25 0.081
C 0.420 1.953 2.786 -0.36 1.38 -1.76 0.001
H 1.503 2.112 2.711 0.17 0.06 0.04 0.053
C -1.674 5.318 1.196 -0.03 0.37 -0.14 0.056
C -0.271 5.293 1.227 0.04 -0.27 0.03 -0.024
C 0.408 4.197 1.736 -0.60 0.52 -0.23 0.040
C -0.313 3.083 2.254 1.10 -1.72 0.91 -0.053
C -1.738 3.118 2.218 -0.30 0.65 -0.24 0.048
C -2.394 4.229 1.702 0.12 -0.44 0.14 -0.018
H -2.196 6.178 0.790 0.01 0.01 0.02 0.012
H 0.295 6.147 0.851 -0.10 -0.09 0.01 -0.001
H 1.497 4.179 1.759 -0.16 -0.01 0.03 0.001
H -2.303 2.266 2.596 0.19 0.20 -0.03 -0.007
H -3.490 4.255 1.695 0.33 -0.02 -0.03 -0.002
Se -0.050 1.382 5.756 -0.29 0.67 3.10 0.038
```
Forces are in eV/Å.

Values from the calculation:
Spin multiplicity: 3
Net charge: -2
Energy: -128065.5758 eV

***

C4H12NS2 | ωB97M-V/def2-TZVPD

Geometry as XYZ:
```
19
Properties=species:S:1:pos:R:3:forces:R:3:lowdin_charge:R:1
C 1.556 -2.372 0.008 0.09 -0.20 0.10 -0.226
C 1.380 -1.681 1.351 0.14 0.01 -0.23 -0.654
S 3.018 -1.454 2.139 -0.09 0.01 0.04 0.620
H 1.943 -3.391 0.122 -0.01 0.07 0.01 0.057
H 2.255 -1.811 -0.615 -0.07 0.00 -0.02 0.060
H 0.590 -2.406 -0.498 0.02 0.06 0.01 0.015
H 0.923 -0.709 1.179 -0.05 -0.01 0.07 -0.005
H 0.738 -2.259 2.011 -0.01 0.02 0.01 0.060
H 2.654 -0.474 2.977 0.04 -0.02 0.03 -0.174
C -1.768 2.291 -0.674 0.05 -0.04 -0.27 -0.427
C -2.158 0.908 -1.193 -0.05 -0.28 0.29 -0.756
S -1.473 -0.441 -0.162 -0.05 0.12 -0.08 0.222
N -0.323 2.518 -0.586 -0.04 0.17 0.17 -0.053
H -2.188 2.417 0.327 -0.03 0.03 -0.02 0.082
H -2.193 3.064 -1.332 -0.01 0.03 0.11 0.086
H -1.814 0.789 -2.227 0.00 0.09 -0.03 0.027
H -3.252 0.832 -1.200 0.03 0.06 -0.07 0.024
H 0.069 2.484 -1.519 0.01 -0.08 -0.09 0.042
H 0.044 1.696 -0.108 0.03 -0.07 -0.02 -0.002
```
Forces are in eV/Å.

Values from the calculation:
Relative energy (zero: lowest compared OMol25 entry of this formula, charge and spin): 0.149 eV
Net charge: -1
Energy: -27504.2377 eV

***

P4S2 | ωB97M-V/def2-TZVPD

Geometry as XYZ:
```
6
Properties=species:S:1:pos:R:3:forces:R:3:lowdin_charge:R:1
P 0.659 1.429 0.523 0.78 -0.28 0.25 0.054
P 0.226 0.411 -1.384 0.09 -0.10 0.55 -0.015
P -1.683 0.681 -0.199 -0.25 -1.00 0.06 -0.076
P 1.784 -0.271 1.066 -0.66 0.38 -0.82 0.132
S 1.203 -1.344 -0.643 -0.10 0.36 0.28 -0.056
S -2.223 -0.986 0.637 0.14 0.64 -0.32 -0.038
```
Forces are in eV/Å.

Values from the calculation:
Relative energy (zero: lowest compared OMol25 entry of this formula, charge and spin): 0.203 eV
Energy: -58825.4185 eV

***

C4H10N2O2 | ωB97M-V/def2-TZVPD

Geometry as XYZ:
```
18
Properties=species:S:1:pos:R:3:forces:R:3:lowdin_charge:R:1
C -0.242 0.620 -2.624 0.64 0.89 1.03 -0.019
C -0.164 -0.893 -2.475 -0.55 0.61 1.28 -0.587
O 0.723 -1.628 -2.832 0.03 0.02 -0.41 0.050
N -1.164 -1.297 -1.606 1.05 -1.69 -0.27 0.137
H -1.149 -2.250 -1.244 0.06 0.46 -0.41 0.120
H -1.963 -0.767 -1.375 -0.51 0.69 0.13 0.079
H -0.326 1.096 -3.595 -0.39 -0.43 -0.17 0.079
H 0.612 1.137 -2.157 0.53 -0.76 -0.43 0.083
H -0.956 0.953 -1.873 -0.82 0.27 -0.73 0.064
C 0.503 0.679 3.244 0.54 0.48 -0.19 -0.017
C -0.052 0.133 1.937 1.20 -0.35 0.79 -0.593
O -1.154 -0.359 1.847 -0.39 0.43 -0.39 0.041
N 0.881 0.100 0.937 -0.61 0.13 -0.60 0.157
H -0.219 1.269 3.800 -0.33 -0.46 0.11 0.079
H 1.356 1.354 3.112 -0.07 -0.16 -0.32 0.071
H 0.550 -0.161 0.020 0.17 -0.37 0.12 0.069
H 1.872 0.187 1.083 -0.21 0.26 0.12 0.103
H 0.893 -0.171 3.801 -0.33 -0.02 0.33 0.084
```
Forces are in eV/Å.

Values from the calculation:
Relative energy (zero: lowest compared OMol25 entry of this formula, charge and spin): 0.876 eV
Energy: -11386.0265 eV
Structure (SMILES): CC(N)=O.CC(N)=O

***

C4H11NOS2 | ωB97M-V/def2-TZVPD

Geometry as XYZ:
```
19
Properties=species:S:1:pos:R:3:forces:R:3:lowdin_charge:R:1
C 2.113 0.195 -1.329 -1.60 -0.26 -2.90 -0.119
C 1.202 0.716 -0.224 0.57 -2.23 -0.13 -0.170
C -1.158 0.449 0.697 -4.21 -1.39 0.28 -0.065
C -0.151 -0.093 -0.242 0.37 3.16 0.60 -0.505
N -2.264 -0.965 1.252 0.84 3.57 -2.06 -0.952
O -0.750 -0.135 -1.476 -0.43 0.66 -2.41 -0.077
S -3.101 -1.706 -0.068 1.09 -0.16 0.31 0.676
S -1.381 -2.040 2.161 1.12 -0.24 1.27 0.634
H 1.425 -0.180 -2.218 1.74 0.96 1.49 0.116
H 2.872 0.888 -1.671 -0.43 0.88 -0.39 0.061
H 2.787 -0.593 -1.113 -0.01 -1.42 0.96 0.048
H 1.025 1.761 -0.362 -0.18 0.76 0.18 0.101
H 1.812 0.485 0.660 -0.84 0.59 0.49 0.116
H -1.960 1.181 0.246 1.75 -1.40 0.92 0.145
H -0.829 0.723 1.665 0.38 0.49 0.87 0.063
H -0.017 -1.064 0.077 0.90 -2.38 0.43 0.080
H -0.999 0.776 -1.772 0.34 -1.09 0.43 0.128
H -4.233 -1.135 0.237 -1.08 0.28 0.18 -0.172
H -1.057 -1.111 3.136 -0.32 -0.80 -0.51 -0.108
```
Forces are in eV/Å.

Values from the calculation:
Relative energy (zero: lowest compared OMol25 entry of this formula, charge and spin): 4.390 eV
Energy: -29530.9707 eV

***

C3H3O4 | ωB97M-V/def2-TZVPD

Geometry as XYZ:
```
10
Properties=species:S:1:pos:R:3:forces:R:3:lowdin_charge:R:1
C -2.551 -0.227 -0.318 -0.04 0.09 1.00 -0.505
C 1.152 -0.200 -0.615 1.57 2.08 -0.24 -0.303
C 0.424 -0.398 0.652 -1.22 0.43 0.85 -0.387
O -2.935 -1.135 0.262 -0.53 -1.90 0.60 0.179
O -2.345 0.768 -0.840 0.73 1.73 -1.46 0.185
O 1.704 -1.003 0.411 0.40 -1.45 -0.23 -0.167
O 0.619 0.722 1.609 -0.93 -1.26 -0.32 -0.145
H 0.889 -0.529 -1.632 -0.08 -0.59 0.53 0.067
H 1.861 0.676 -0.683 -0.87 -0.15 -0.31 0.078
H 1.181 1.325 1.152 0.97 1.02 -0.42 -0.003
```
Forces are in eV/Å.

Values from the calculation:
Relative energy (zero: lowest compared OMol25 entry of this formula, charge and spin): 3.034 eV
Net charge: -1
Energy: -11347.6190 eV